(1)
Computed, not measured: a cluster of 8 separate species, C32H88N8O8 in total in a non-equilibrium geometry, with the ωB97M-V functional and the def2-TZVPD basis.

```
136
Properties=species:S:1:pos:R:3:lowdin_charge:R:1
C -2.707 -19.226 10.110 -0.108
O -3.494 -18.200 10.672 -0.196
C -3.546 -17.023 9.905 -0.216
C -2.427 -16.044 10.263 -0.456
C -2.509 -15.562 11.687 -0.063
N -2.495 -14.934 9.314 0.031
H -2.788 -20.089 10.762 0.081
H -1.640 -18.953 10.054 0.086
H -2.958 -19.422 9.060 0.089
H -3.400 -17.233 8.834 0.116
H -4.522 -16.550 10.019 0.133
H -1.483 -16.593 10.125 0.131
H -2.556 -16.442 12.335 0.078
H -3.401 -14.973 11.911 0.084
H -1.638 -14.992 12.017 0.076
H -1.849 -14.186 9.527 0.069
H -2.297 -15.218 8.362 0.067
C -6.619 -27.745 12.235 -0.091
O -6.161 -28.859 11.478 -0.232
C -5.972 -30.047 12.210 -0.223
C -5.166 -30.997 11.379 -0.425
C -5.925 -31.526 10.160 -0.062
N -4.741 -32.126 12.264 0.019
H -5.798 -27.502 12.926 0.092
H -7.498 -27.928 12.855 0.093
H -6.689 -26.926 11.526 0.075
H -5.553 -29.908 13.214 0.132
H -6.985 -30.460 12.363 0.136
H -4.201 -30.610 11.045 0.128
H -6.656 -32.285 10.433 0.079
H -5.235 -31.910 9.408 0.076
H -6.430 -30.679 9.682 0.075
H -5.522 -32.436 12.840 0.064
H -4.599 -32.937 11.667 0.062
C -6.490 -23.555 11.961 -0.119
O -5.693 -22.398 12.075 -0.187
C -5.762 -21.504 10.969 -0.170
C -6.995 -20.586 10.910 -0.402
C -8.209 -21.260 10.290 -0.061
N -6.759 -19.380 10.128 0.078
H -7.516 -23.234 12.188 0.068
H -6.173 -24.322 12.661 0.088
H -6.550 -23.924 10.930 0.082
H -4.882 -20.864 11.038 0.102
H -5.694 -22.127 10.063 0.117
H -7.272 -20.366 11.945 0.120
H -8.186 -21.356 9.199 0.067
H -9.126 -20.713 10.519 0.064
H -8.351 -22.286 10.630 0.059
H -6.797 -19.542 9.127 0.033
H -5.835 -19.012 10.336 0.056
C -11.012 -19.224 8.663 -0.119
O -11.469 -18.170 7.855 -0.197
C -11.529 -16.939 8.535 -0.228
C -12.004 -15.882 7.566 -0.451
C -11.805 -14.477 8.095 -0.070
N -13.412 -16.038 7.171 0.035
H -11.564 -19.324 9.606 0.084
H -9.947 -19.101 8.902 0.071
H -11.114 -20.157 8.109 0.093
H -12.226 -16.986 9.386 0.132
H -10.545 -16.661 8.945 0.132
H -11.469 -15.963 6.614 0.133
H -12.396 -13.791 7.495 0.077
H -10.757 -14.174 8.137 0.076
H -12.112 -14.412 9.146 0.080
H -14.038 -15.864 7.950 0.070
H -13.556 -16.989 6.854 0.067
C -5.976 -21.289 7.015 -0.107
O -6.158 -19.917 7.250 -0.222
C -7.320 -19.412 6.599 -0.199
C -7.263 -17.911 6.631 -0.469
C -8.497 -17.260 6.029 -0.052
N -6.045 -17.415 6.036 0.055
H -5.018 -21.576 7.456 0.071
H -5.887 -21.560 5.959 0.096
H -6.731 -21.896 7.527 0.084
H -7.283 -19.670 5.532 0.137
H -8.213 -19.764 7.128 0.120
H -7.309 -17.596 7.695 0.133
H -8.507 -16.174 6.065 0.080
H -9.414 -17.682 6.447 0.063
H -8.549 -17.576 4.975 0.088
H -6.064 -16.450 5.755 0.069
H -5.169 -17.694 6.440 0.062
C -3.414 -23.989 8.197 -0.114
O -4.486 -24.905 8.269 -0.189
C -4.510 -25.688 9.447 -0.222
C -3.373 -26.690 9.506 -0.416
C -3.504 -27.673 8.329 -0.047
N -3.522 -27.409 10.781 0.043
H -3.538 -23.518 7.221 0.084
H -2.438 -24.482 8.230 0.082
H -3.388 -23.205 8.965 0.085
H -4.577 -25.109 10.378 0.115
H -5.485 -26.182 9.358 0.132
H -2.401 -26.205 9.576 0.128
H -3.821 -27.164 7.414 0.073
H -4.235 -28.445 8.557 0.073
H -2.526 -28.085 8.066 0.074
H -2.862 -28.162 10.913 0.070
H -4.460 -27.794 10.849 0.031
C -10.395 -22.294 17.597 -0.107
O -10.124 -22.875 16.348 -0.213
C -8.775 -23.001 15.948 -0.194
C -8.064 -21.682 15.727 -0.443
C -8.600 -20.867 14.550 -0.058
N -6.638 -21.904 15.661 0.043
H -9.862 -22.804 18.405 0.093
H -11.479 -22.284 17.678 0.090
H -10.112 -21.231 17.627 0.080
H -8.232 -23.574 16.707 0.126
H -8.826 -23.505 14.981 0.121
H -8.220 -20.974 16.550 0.129
H -8.427 -21.292 13.555 0.054
H -8.064 -19.915 14.456 0.078
H -9.651 -20.592 14.680 0.074
H -6.198 -22.415 14.906 0.065
H -6.082 -21.062 15.714 0.074
C -14.125 -25.630 12.241 -0.145
O -12.927 -25.489 11.551 -0.167
C -12.588 -24.134 11.315 -0.207
C -12.351 -23.268 12.552 -0.447
C -11.766 -21.949 12.128 -0.066
N -11.367 -23.922 13.432 0.062
H -15.009 -25.244 11.703 0.092
H -14.159 -25.107 13.207 0.077
H -14.358 -26.672 12.457 0.088
H -11.669 -24.091 10.730 0.128
H -13.410 -23.709 10.719 0.127
H -13.298 -23.205 13.100 0.124
H -12.303 -21.492 11.290 0.077
H -10.762 -22.065 11.711 0.064
H -11.719 -21.239 12.954 0.079
H -11.009 -23.223 14.073 0.041
H -11.698 -24.702 13.982 0.074
```

Its spin multiplicity is 1. For the total energy, the calculation gives -2311.79554 Ha. As for the largest force on an atom: 2.42 eV/Å. For the frontier orbital gap, the calculation gives 9.41 eV. As for the SMILES: COC[C@H](C)N.COC[C@H](C)N.COC[C@H](C)N.COC[C@H](C)N.COC[C@H](C)N.COC[C@H](C)N.COC[C@H](C)N.COC[C@H](C)N. The HOMO energy is -8.7 eV. For the molar mass, the calculation gives 713.1 g/mol.



(2)
Computed, not measured: a cluster of 8 separate species, C32H88N8O8 in total in a non-equilibrium geometry, with the ωB97M-V functional and the def2-TZVPD basis.

```
136
Properties=species:S:1:pos:R:3:lowdin_charge:R:1
C 2.152 -11.672 -0.322 -0.088
O 2.243 -12.839 -1.154 -0.201
C 1.478 -13.934 -0.681 -0.210
C 1.454 -14.993 -1.799 -0.400
C 0.549 -14.698 -3.019 -0.045
N 1.103 -16.285 -1.160 0.033
H 2.814 -10.971 -0.822 0.086
H 2.527 -11.996 0.655 0.085
H 1.135 -11.285 -0.222 0.081
H 1.856 -14.366 0.248 0.120
H 0.440 -13.593 -0.551 0.118
H 2.450 -15.162 -2.218 0.134
H -0.252 -14.118 -2.551 0.053
H 0.230 -15.659 -3.408 0.059
H 1.124 -14.040 -3.663 0.080
H 1.744 -16.540 -0.420 0.072
H 0.194 -16.251 -0.705 0.031
C -5.704 -11.776 -5.448 -0.102
O -5.870 -10.468 -4.943 -0.189
C -7.180 -9.973 -4.911 -0.222
C -8.136 -10.740 -3.983 -0.439
C -9.445 -9.975 -3.787 -0.063
N -7.545 -11.051 -2.680 0.043
H -5.989 -11.937 -6.495 0.101
H -6.030 -12.612 -4.835 0.075
H -4.618 -11.840 -5.573 0.078
H -7.120 -8.899 -4.693 0.130
H -7.627 -9.873 -5.915 0.125
H -8.311 -11.735 -4.406 0.130
H -9.303 -9.040 -3.245 0.080
H -10.270 -10.614 -3.492 0.077
H -9.712 -9.575 -4.778 0.074
H -7.618 -10.288 -2.006 0.067
H -6.545 -10.929 -2.893 0.039
C -0.859 -18.394 0.288 -0.125
O -1.340 -17.131 0.651 -0.192
C -2.733 -16.922 0.596 -0.193
C -3.299 -16.904 -0.838 -0.441
C -2.458 -16.203 -1.893 -0.043
N -4.667 -16.395 -0.802 0.047
H -0.172 -18.324 -0.564 0.065
H -1.584 -19.145 -0.040 0.089
H -0.257 -18.801 1.107 0.090
H -3.307 -17.713 1.097 0.126
H -2.959 -15.988 1.112 0.113
H -3.294 -17.967 -1.106 0.095
H -2.123 -15.267 -1.437 0.074
H -3.019 -15.989 -2.801 0.053
H -1.609 -16.808 -2.211 0.067
H -5.292 -16.811 -0.118 0.072
H -4.529 -15.463 -0.393 0.032
C 3.542 -15.281 -8.365 -0.085
O 3.335 -15.973 -7.124 -0.198
C 2.648 -17.218 -7.262 -0.197
C 1.143 -17.109 -7.451 -0.410
C 0.612 -16.637 -8.781 -0.064
N 0.598 -16.279 -6.358 0.049
H 2.919 -15.625 -9.188 0.069
H 4.571 -15.537 -8.629 0.087
H 3.455 -14.210 -8.207 0.085
H 3.141 -17.743 -8.093 0.124
H 2.918 -17.799 -6.380 0.126
H 0.750 -18.105 -7.216 0.110
H -0.467 -16.813 -8.769 0.063
H 0.852 -17.277 -9.636 0.085
H 0.778 -15.590 -9.028 0.074
H 1.224 -15.469 -6.295 0.081
H 0.807 -16.710 -5.458 0.075
C -1.989 -11.003 -2.618 -0.096
O -2.804 -11.138 -1.470 -0.188
C -3.973 -11.895 -1.757 -0.199
C -4.728 -12.531 -0.594 -0.395
C -5.330 -11.496 0.361 -0.066
N -3.835 -13.396 0.219 0.045
H -1.266 -10.227 -2.373 0.089
H -2.496 -10.581 -3.495 0.088
H -1.567 -11.970 -2.894 0.079
H -4.548 -11.313 -2.479 0.110
H -3.642 -12.800 -2.293 0.111
H -5.549 -13.144 -0.975 0.128
H -5.814 -11.974 1.218 0.077
H -6.193 -10.971 -0.065 0.060
H -4.600 -10.753 0.681 0.084
H -2.897 -13.069 -0.036 0.075
H -3.861 -13.060 1.177 0.070
C 2.957 -10.715 -9.622 -0.120
O 1.648 -10.914 -9.152 -0.181
C 0.710 -10.005 -9.692 -0.239
C -0.687 -10.236 -9.162 -0.414
C -1.130 -11.662 -9.524 -0.065
N -1.584 -9.289 -9.847 0.028
H 3.582 -10.463 -8.755 0.088
H 3.033 -9.782 -10.195 0.082
H 3.467 -11.497 -10.184 0.082
H 0.988 -8.949 -9.573 0.124
H 0.716 -10.154 -10.783 0.127
H -0.728 -10.105 -8.080 0.144
H -2.205 -11.814 -9.469 0.076
H -0.694 -12.316 -8.753 0.055
H -0.615 -12.014 -10.418 0.082
H -2.380 -9.106 -9.251 0.068
H -1.940 -9.678 -10.708 0.067
C -0.327 -20.356 -5.630 -0.118
O -0.491 -19.624 -4.447 -0.201
C -1.485 -20.151 -3.560 -0.179
C -2.925 -19.927 -4.033 -0.403
C -3.119 -18.564 -4.707 -0.054
N -3.780 -19.986 -2.825 0.045
H -1.312 -20.460 -6.108 0.085
H 0.058 -21.380 -5.521 0.091
H 0.361 -19.828 -6.287 0.065
H -1.219 -21.194 -3.375 0.126
H -1.332 -19.555 -2.658 0.109
H -3.166 -20.750 -4.710 0.130
H -2.631 -17.763 -4.142 0.055
H -4.155 -18.222 -4.680 0.066
H -2.739 -18.503 -5.728 0.076
H -4.714 -20.333 -2.977 0.071
H -3.817 -19.020 -2.529 0.033
C -5.688 -15.312 -4.576 -0.114
O -4.891 -14.650 -5.523 -0.207
C -3.494 -14.703 -5.280 -0.194
C -2.782 -14.207 -6.532 -0.409
C -2.724 -15.119 -7.785 -0.042
N -1.399 -14.017 -6.130 0.027
H -5.475 -16.393 -4.586 0.070
H -6.707 -15.354 -4.965 0.091
H -5.622 -14.965 -3.544 0.081
H -3.221 -14.112 -4.402 0.111
H -3.228 -15.763 -5.153 0.105
H -3.157 -13.195 -6.720 0.123
H -2.306 -16.072 -7.464 0.060
H -2.103 -14.588 -8.503 0.059
H -3.690 -15.317 -8.261 0.073
H -0.931 -14.908 -5.955 0.026
H -0.818 -13.539 -6.805 0.051
```

Its spin multiplicity is 1. For the total energy, the calculation gives -2311.73755 Ha. As for the largest force on an atom: 2.52 eV/Å. For the frontier orbital gap, the calculation gives 9.15 eV. As for the SMILES: COC[C@H](C)N.COC[C@H](C)N.COC[C@H](C)N.COC[C@H](C)N.COC[C@H](C)N.COC[C@H](C)N.COC[C@H](C)N.COC[C@H](C)N. The HOMO energy is -8.5 eV. For the molar mass, the calculation gives 713.1 g/mol.



(3)
Computed, not measured: a cluster of 9 separate species, C32H89N11O10 in total in a non-equilibrium geometry, with the ωB97M-V functional and the def2-TZVPD basis.

```
142
Properties=species:S:1:pos:R:3:lowdin_charge:R:1
C -0.883 2.299 8.822 -0.096
O -0.038 1.433 9.543 -0.186
C 0.406 0.337 8.793 -0.238
C 1.401 -0.500 9.616 -0.416
C 0.714 -1.025 10.855 -0.074
N 2.590 0.333 9.993 0.035
H -0.360 3.127 8.329 0.081
H -1.569 2.764 9.529 0.082
H -1.453 1.737 8.078 0.077
H -0.420 -0.362 8.575 0.119
H 0.856 0.651 7.842 0.129
H 1.751 -1.254 8.909 0.126
H 0.197 -0.255 11.422 0.080
H 1.449 -1.541 11.475 0.079
H -0.063 -1.746 10.576 0.079
H 2.381 1.272 9.657 0.058
H 2.543 0.485 10.998 0.058
C -11.858 0.894 13.477 -0.104
O -10.469 1.126 13.391 -0.172
C -9.956 1.060 12.091 -0.244
C -8.550 1.591 12.033 -0.440
C -8.447 3.111 11.984 -0.044
N -7.866 1.004 10.882 0.042
H -12.251 1.631 14.185 0.087
H -12.062 -0.112 13.843 0.085
H -12.373 1.102 12.535 0.083
H -9.981 0.048 11.647 0.126
H -10.611 1.603 11.383 0.121
H -8.053 1.266 12.961 0.139
H -7.401 3.387 11.825 0.075
H -8.630 3.470 12.998 0.082
H -9.083 3.546 11.220 0.062
H -6.969 1.429 10.681 0.039
H -7.582 0.033 10.965 0.076
C -12.284 6.046 6.738 -0.128
O -10.969 5.850 7.178 -0.193
C -10.691 4.493 7.454 -0.216
C -9.208 4.250 7.579 -0.436
C -8.893 2.776 7.720 -0.054
N -8.585 5.072 8.624 0.070
H -12.612 5.446 5.884 0.089
H -12.368 7.107 6.485 0.088
H -13.021 5.924 7.548 0.090
H -11.116 4.268 8.453 0.135
H -11.195 3.829 6.744 0.126
H -8.742 4.616 6.651 0.119
H -9.258 2.280 6.809 0.062
H -9.428 2.279 8.533 0.072
H -7.835 2.535 7.779 0.055
H -9.263 5.331 9.333 0.070
H -8.208 5.939 8.266 0.051
C -4.986 2.433 9.098 -0.132
O -3.883 3.105 8.576 -0.189
C -4.184 3.888 7.444 -0.197
C -4.719 3.068 6.267 -0.422
C -3.735 2.018 5.744 -0.029
N -5.201 3.997 5.238 0.058
H -5.906 3.036 9.195 0.083
H -4.712 2.039 10.077 0.092
H -5.362 1.587 8.498 0.083
H -5.073 4.489 7.690 0.106
H -3.349 4.522 7.153 0.119
H -5.628 2.556 6.604 0.104
H -2.728 2.423 5.598 0.083
H -4.121 1.652 4.792 0.063
H -3.626 1.218 6.479 0.064
H -5.297 3.583 4.317 0.053
H -4.447 4.675 5.072 0.029
C -9.450 7.631 4.763 -0.137
O -8.214 7.750 4.129 -0.184
C -7.207 6.964 4.762 -0.196
C -6.634 7.652 5.997 -0.429
C -5.623 8.741 5.611 -0.058
N -5.960 6.723 6.902 0.067
H -9.798 6.590 4.637 0.084
H -10.195 8.247 4.259 0.089
H -9.515 7.837 5.835 0.081
H -7.618 5.985 5.039 0.101
H -6.432 6.853 4.000 0.115
H -7.427 8.255 6.456 0.129
H -6.056 9.498 4.950 0.079
H -4.775 8.300 5.080 0.060
H -5.317 9.287 6.503 0.078
H -6.563 5.907 6.983 0.032
H -5.159 6.367 6.384 0.032
C -3.056 6.474 9.414 -0.126
O -2.501 7.253 10.430 -0.181
C -1.504 6.620 11.239 -0.183
C -0.105 6.978 10.791 -0.440
C 0.317 6.378 9.455 -0.060
N 0.846 6.600 11.850 0.028
H -2.316 6.141 8.673 0.068
H -3.734 7.126 8.862 0.084
H -3.614 5.595 9.755 0.087
H -1.693 7.001 12.240 0.124
H -1.640 5.537 11.143 0.126
H -0.038 8.064 10.634 0.136
H 0.067 5.326 9.318 0.062
H 1.374 6.577 9.279 0.075
H -0.247 6.877 8.661 0.071
H 0.904 7.343 12.536 0.068
H 1.788 6.491 11.495 0.059
C -2.571 -1.935 5.854 -0.101
O -3.843 -1.355 6.074 -0.207
C -4.879 -2.290 5.853 -0.241
C -6.219 -1.605 5.760 -0.214
N -6.304 -0.759 4.591 -0.060
C -7.307 0.276 4.631 -0.208
C -7.024 1.439 3.685 -0.211
O -8.115 1.892 2.916 -0.193
C -9.185 2.390 3.675 -0.109
H -1.823 -1.313 6.345 0.075
H -2.371 -2.016 4.783 0.092
H -2.512 -2.913 6.347 0.089
H -4.964 -3.033 6.660 0.126
H -4.649 -2.824 4.922 0.127
H -6.451 -1.053 6.683 0.119
H -6.959 -2.412 5.676 0.121
H -5.410 -0.467 4.230 0.098
H -7.383 0.678 5.662 0.101
H -8.315 -0.144 4.503 0.122
H -6.151 1.254 3.059 0.129
H -6.760 2.275 4.348 0.085
H -9.864 1.589 3.993 0.088
H -9.763 3.064 3.042 0.088
H -8.857 2.936 4.568 0.078
N -5.782 6.073 0.155 0.141
C -5.797 4.800 0.681 -0.684
N -6.897 4.535 1.474 0.163
O -4.913 3.981 0.529 0.029
H -6.364 6.799 0.538 0.090
H -5.014 6.414 -0.392 0.094
H -7.769 5.030 1.473 0.097
H -6.860 3.582 1.801 0.075
N -1.137 6.394 4.196 0.163
C -2.493 6.321 4.026 -0.641
N -2.942 6.460 2.747 0.179
O -3.242 6.133 4.974 -0.004
H -0.513 6.472 3.416 0.096
H -0.793 6.211 5.120 0.103
H -2.343 6.830 2.031 0.100
H -3.934 6.469 2.591 0.091
```

Its spin multiplicity is 1. For the total energy, the calculation gives -2627.22339 Ha. As for the largest force on an atom: 2.01 eV/Å. For the frontier orbital gap, the calculation gives 8.90 eV. As for the SMILES: COC[C@H](C)N.COC[C@H](C)N.COC[C@H](C)N.COC[C@H](C)N.COC[C@H](C)N.COC[C@H](C)N.COCCNCCOC.NC(N)=O.NC(N)=O. The HOMO energy is -8.6 eV. For the molar mass, the calculation gives 788.1 g/mol.